No. 1
{"formula": "C19H24BO2Re", "method": "ωB97M-V/def2-TZVPD", "homo_ev": [-19.165, -17.868], "charge": 3, "molar_mass_g_mol": 481.42, "s_squared": 0.994, "spin_multiplicity": 2, "fmax_ev_per_a": 0.73, "e_above_lowest_ev": 0.000, "symbols": ["Re", "C", "C", "C", "C", "C", "C", "C", "C", "C", "H", "H", "H", "H", "H", "H", "H", "H", "H", "H", "H", "H", "C", "C", "C", "C", "C", "C", "C", "C", "O", "B", "O", "C", "C", "H", "H", "H", "H", "H", "H", "H", "H", "H", "H", "H", "H"], "xyz": [[-1.50639, -1.18647, -2.31848], [-2.18516, -4.49944, -1.91988], [-1.77189, -3.40947, -2.85397], [-2.70433, -2.69948, -3.62973], [-2.32696, -1.59234, -4.43564], [-3.33741, -0.80832, -5.22314], [-0.93424, -1.29680, -4.53187], [0.05309, -1.97754, -3.80207], [1.50700, -1.67053, -3.96083], [-0.39970, -2.95874, -2.85262], [-1.93245, -4.24960, -0.88594], [-1.62749, -5.40651, -2.16535], [-3.24888, -4.71099, -1.98911], [-3.75463, -2.95292, -3.53940], [-3.59951, 0.13018, -4.73047], [-4.25038, -1.38471, -5.35660], [-2.93599, -0.56352, -6.20567], [-0.63015, -0.45319, -5.14259], [1.92953, -1.26764, -3.03985], [1.67731, -0.96643, -4.77133], [2.04149, -2.59581, -4.18532], [0.32830, -3.45823, -2.22583], [1.99877, 0.88492, 5.15261], [1.70720, 2.15618, 4.36605], [0.75713, 3.08934, 5.19395], [3.05124, 2.94816, 4.12729], [1.11730, 1.93023, 3.04803], [0.78748, 3.13840, 2.22782], [0.22422, 3.08828, 1.00232], [-0.03954, 1.78366, 0.52776], [-0.56539, 1.43185, -0.58769], [-0.60787, -0.05176, -0.65180], [-0.08713, -0.47192, 0.59868], [0.28317, 0.57856, 1.31321], [0.86040, 0.63936, 2.54228], [2.44497, 1.15341, 6.10847], [2.71082, 0.23870, 4.63593], [1.08776, 0.32369, 5.36898], [1.26079, 3.25737, 6.14577], [-0.19598, 2.59670, 5.38161], [0.58116, 4.06199, 4.73828], [3.46022, 3.11800, 5.12370], [2.91549, 3.91827, 3.65341], [3.75657, 2.35127, 3.55115], [1.02291, 4.09626, 2.66820], [-0.01450, 3.96434, 0.41415], [1.09164, -0.24675, 3.11553]], "forces_ev_per_angstrom": [[-0.6561, 0.1011, 0.3056], [0.0079, -0.0194, -0.0122], [0.1493, 0.1055, -0.0386], [0.1727, -0.0675, -0.1514], [0.0274, -0.1909, 0.1229], [-0.0237, 0.0157, 0.0065], [-0.1550, 0.3205, 0.0804], [0.2348, -0.1811, 0.2117], [0.0272, -0.0240, 0.0423], [-0.0512, 0.1535, 0.0004], [0.0095, -0.0168, -0.0026], [-0.0169, -0.0054, -0.0144], [-0.0107, 0.0025, 0.0197], [-0.0067, -0.0013, -0.0315], [0.0091, 0.0059, -0.0177], [-0.0107, 0.0101, 0.0074], [-0.0065, -0.0017, -0.0079], [0.0044, -0.0228, -0.0397], [0.0024, -0.0462, -0.0027], [0.0073, 0.0258, 0.0149], [-0.0019, 0.0091, -0.0358], [-0.0257, -0.0344, 0.0102], [-0.0036, -0.0319, -0.0057], [-0.0458, -0.0375, -0.0044], [-0.0235, 0.0148, -0.0125], [0.0280, 0.0095, -0.0552], [0.0559, 0.0213, 0.1178], [-0.0175, 0.0621, -0.0401], [-0.0051, 0.0759, -0.0006], [-0.1215, 0.0617, -0.2638], [0.1867, 0.2151, 0.2556], [0.2783, -0.2876, -0.5839], [-0.0126, 0.0474, 0.1416], [0.0566, -0.2026, 0.1442], [-0.0408, -0.1303, -0.1228], [-0.0040, 0.0003, -0.0058], [-0.0065, -0.0002, 0.0135], [0.0125, -0.0016, -0.0007], [0.0039, 0.0030, -0.0046], [0.0095, 0.0080, -0.0020], [-0.0033, 0.0038, 0.0058], [-0.0098, -0.0006, 0.0042], [0.0044, 0.0025, 0.0024], [-0.0056, 0.0089, 0.0062], [-0.0081, 0.0329, -0.0281], [0.0015, -0.0003, 0.0018], [-0.0163, -0.0127, -0.0303]]}

No. 2
{"formula": "C19H24F3N3O3S2", "method": "ωB97M-V/def2-TZVPD", "homo_ev": -7.157, "charge": 0, "molar_mass_g_mol": 463.55, "spin_multiplicity": 1, "fmax_ev_per_a": 4.17, "e_above_lowest_ev": 0.698, "symbols": ["C", "N", "S", "C", "F", "F", "F", "S", "C", "C", "C", "C", "C", "C", "O", "O", "H", "H", "H", "H", "H", "H", "H", "H", "C", "C", "N", "C", "C", "C", "C", "N", "C", "C", "C", "C", "C", "O", "H", "H", "H", "H", "H", "H", "H", "H", "H", "H", "H", "H", "H", "H", "H", "H"], "xyz": [[3.62972, 1.22590, 1.74617], [3.83389, 0.90018, 3.14366], [5.36795, 1.54391, 3.59111], [6.20537, -0.06715, 3.38624], [7.52500, 0.13539, 3.51348], [5.74450, -0.89505, 4.33481], [5.89427, -0.50630, 2.15908], [2.73668, 1.76076, 4.19702], [1.28553, 0.78874, 3.76940], [0.27962, 1.41893, 3.08217], [-0.85383, 0.72409, 2.72280], [-0.96950, -0.60490, 3.06538], [0.04059, -1.23712, 3.76182], [1.17485, -0.53612, 4.11161], [3.04272, 1.53677, 5.64989], [2.48439, 3.11698, 3.59135], [4.41980, 0.77322, 1.14304], [2.67149, 0.83144, 1.39950], [3.64044, 2.31000, 1.61075], [0.38947, 2.46505, 2.85079], [-1.64533, 1.22366, 2.18699], [-1.85686, -1.15023, 2.79627], [-0.06374, -2.27187, 4.04492], [1.96827, -1.00751, 4.66701], [-1.95643, 3.30047, -3.17550], [-0.87217, 2.27428, -3.39750], [-1.40611, 0.92245, -3.57222], [-1.68917, 0.44762, -4.94217], [-0.53070, -0.30749, -5.55295], [-1.85631, 0.21885, -2.42760], [-1.96347, -1.18135, -2.49509], [-2.34026, -1.99227, -1.43169], [-2.93424, -1.47253, -0.30888], [-3.31037, -2.26953, 0.73272], [-3.08105, -3.63203, 0.66327], [-2.49142, -4.17414, -0.46446], [-2.14309, -3.35668, -1.50378], [-2.08681, 0.85692, -1.38793], [-1.53996, 4.29475, -3.00665], [-2.62381, 3.35903, -4.03597], [-2.55943, 3.03391, -2.30559], [-0.25489, 2.53044, -4.26708], [-0.19418, 2.23761, -2.53656], [-2.59311, -0.17080, -4.91663], [-1.94258, 1.31827, -5.55743], [-0.75524, -0.65593, -6.56426], [0.35720, 0.32495, -5.60639], [-0.27299, -1.18154, -4.95358], [-1.63098, -1.67997, -3.38348], [-3.11052, -0.41307, -0.29000], [-3.78462, -1.83811, 1.59879], [-3.36455, -4.26965, 1.48258], [-2.31664, -5.23552, -0.52532], [-1.69739, -3.76767, -2.39389]], "forces_ev_per_angstrom": [[-0.8455, 0.3076, -1.2047], [0.3937, 1.1359, 1.6875], [1.1702, -0.1862, 0.1840], [-0.9373, 1.8367, 0.7044], [-0.4791, -0.6961, -0.1607], [0.7511, -0.4899, -0.8291], [0.7956, -1.0208, 0.4975], [-1.8821, 0.8868, 0.7607], [0.4171, 0.6215, 0.2430], [-0.1009, 0.7823, -0.2017], [-0.2529, 0.0615, -0.1055], [-0.2542, -0.1282, -0.0629], [0.0495, -0.1763, 0.0920], [0.4844, -0.4503, 0.4570], [-0.2149, 0.7262, -4.1050], [1.2023, -2.9603, 1.9819], [-0.2052, 0.0837, 0.2951], [0.0047, 0.0060, 0.0994], [-0.0230, -0.0949, -0.2007], [-0.0240, 0.1365, -0.1196], [-0.0561, 0.0509, -0.1051], [-0.1390, -0.1291, -0.0532], [0.0396, -0.1477, 0.0242], [0.1456, -0.1460, 0.0958], [-0.3633, 0.3934, 0.1317], [0.0084, -0.5534, 0.3921], [-0.3553, -0.8726, -0.1759], [-0.1226, 0.2490, 0.7821], [0.2887, -0.1850, -0.2234], [0.1863, 1.2545, -0.1474], [-0.0473, -0.7376, -0.4665], [0.0142, 0.3228, -0.5164], [-0.0876, 0.1894, -0.1072], [0.1949, -0.8418, -0.1155], [-0.1945, -0.2043, 0.6213], [-0.1670, 0.2852, 0.0594], [-0.0700, 0.3367, 0.2245], [0.3048, 0.3766, 0.1958], [0.0624, 0.0350, -0.0534], [-0.0059, 0.0105, -0.1040], [0.1493, -0.0187, -0.0969], [-0.1521, -0.1786, 0.0232], [-0.1399, 0.1276, -0.0779], [0.1316, 0.0145, 0.0275], [0.0610, -0.0248, 0.0839], [-0.0521, 0.0684, 0.0159], [-0.0034, 0.0022, 0.0096], [0.0222, 0.0241, 0.0062], [0.0546, -0.4381, 0.0595], [0.2202, 0.0686, -0.3246], [-0.0776, 0.1506, 0.0079], [-0.0458, -0.1385, 0.1430], [0.0655, -0.0840, -0.1561], [0.0809, 0.3585, -0.1931]]}